1.
Computed, not measured: a molecular structure, C40H41N5O4Pd, with the ωB97M-V functional and the def2-TZVPD basis.

Element x y z (Å)
Pd 0.011 -0.728 0.254
C -0.346 -1.274 -4.037
C 0.571 -0.093 -4.077
C 0.526 0.826 -5.118
C 1.376 1.926 -5.159
C 2.259 2.128 -4.103
C 2.323 1.234 -3.041
C 3.300 1.428 -1.920
C 1.510 0.078 -3.040
N 1.611 -0.806 -1.985
C 2.059 -2.026 -2.200
O 2.454 -2.532 -3.275
C 2.129 -2.910 -0.954
C 2.455 -4.256 -1.089
C 2.515 -5.035 0.055
C 2.268 -4.459 1.291
C 1.944 -3.106 1.337
N 1.882 -2.368 0.234
C 1.691 -2.445 2.688
O 2.024 -3.095 3.704
N 1.136 -1.254 2.618
C 1.051 -0.437 3.728
C -0.195 0.131 4.073
C -1.430 -0.280 3.334
C -0.263 1.094 5.071
C 0.869 1.518 5.751
C 2.095 0.963 5.412
C 2.207 0.001 4.418
C 3.555 -0.523 4.026
H -1.096 -1.213 -4.828
H -0.847 -1.332 -3.066
H 0.232 -2.195 -4.149
H -0.174 0.652 -5.932
H 1.353 2.610 -6.000
H 2.921 2.989 -4.104
H 3.701 2.444 -1.918
H 4.133 0.725 -2.012
H 2.832 1.207 -0.959
H 2.650 -4.642 -2.079
H 2.758 -6.090 -0.016
H 2.317 -5.010 2.219
H -1.751 -1.287 3.616
H -1.245 -0.329 2.249
H -2.257 0.406 3.525
H -1.232 1.523 5.308
H 0.797 2.274 6.525
H 2.998 1.292 5.919
H 4.350 0.052 4.507
H 3.680 -0.459 2.941
H 3.653 -1.579 4.283
C -2.375 -3.446 1.187
C -2.619 -2.438 0.047
C -3.488 -3.126 -1.026
C -1.274 -2.049 -0.511
C -3.401 -1.219 0.545
C -4.309 -1.289 1.597
C -5.007 -0.168 2.028
C -4.817 1.055 1.406
C -3.930 1.139 0.340
C -3.237 0.018 -0.082
H -1.757 -4.259 0.801
H -3.300 -3.883 1.576
H -1.822 -2.982 2.003
H -2.971 -4.015 -1.392
H -3.649 -2.458 -1.875
H -4.462 -3.426 -0.628
H -0.939 -2.727 -1.307
H -4.465 -2.229 2.110
H -5.690 -0.251 2.866
H -5.341 1.937 1.754
H -3.765 2.088 -0.157
H -2.521 0.074 -0.895
O -1.411 3.530 -4.926
C -0.589 4.380 -4.171
N -0.214 3.793 -2.911
C -0.321 4.459 -1.731
O -0.781 5.589 -1.621
C 0.150 3.681 -0.539
C 0.580 4.354 0.604
C 1.024 3.610 1.682
C 1.001 2.219 1.594
N 0.543 1.577 0.520
C 0.136 2.295 -0.521
H -0.939 2.688 -5.021
H -1.158 5.282 -3.951
H 0.318 4.639 -4.736
H 0.410 2.997 -2.953
H 0.558 5.435 0.618
H 1.375 4.082 2.589
H 1.343 1.600 2.414
H -0.241 1.706 -1.351

Properties
LUMO energy (spin up / spin down) in eV: 4.428 / 4.426
Kohn-Sham gap (spin up / spin down) in eV: 4.89 / 5.98
M in g/mol: 762.22
HOMO energy (spin up / spin down) in eV: -0.46 / -1.55
Energy above the lowest of the compared OMol25 structures with the same formula, charge and spin in kJ/mol: 0.00
Spin multiplicity: 3
Energy in Eh: -2251.524209
Net charge: -2
⟨S²⟩: 2.0064

Here are the Löwdin charges for atoms 1 to 5, given in e: atom 1 (Pd): 0.6437, atom 2 (C): -0.0397, atom 3 (C): -0.1960, atom 4 (C): -0.0901, atom 5 (C): -0.1550

***

2.
Computed, not measured: 2 unconnected molecules or ions with the total composition C4H11NO2 in a non-equilibrium geometry, with the ωB97M-V functional and the def2-TZVPD basis.

Element x y z (Å)
C 0.722 -1.028 -0.976
C -0.408 -0.774 -1.961
C 1.061 0.159 -0.084
N 0.013 0.609 0.711
C 0.299 1.490 1.845
O 2.199 0.561 0.093
H 0.521 -1.887 -0.300
H 1.714 -1.283 -1.370
H -0.036 -0.949 -2.981
H -0.878 0.203 -2.003
H -1.244 -1.480 -1.741
H -0.908 0.424 0.346
H 0.534 2.506 1.518
H -0.610 1.434 2.441
H 1.196 1.092 2.312
H -2.459 -0.871 1.190
H -2.312 -1.168 -0.282
O -2.939 -0.749 0.347

Properties
LUMO energy (spin up / spin down) in eV: 4.085 / 3.878
Kohn-Sham gap (spin up / spin down) in eV: 3.24 / 9.80
M in g/mol: 105.14
HOMO energy (spin up / spin down) in eV: 0.84 / -5.93
Energy above the lowest of the compared OMol25 structures with the same formula, charge and spin in kJ/mol: 80.12
Spin multiplicity: 2
Energy in Eh: -364.208132
Net charge: -1
⟨S²⟩: 0.7505

Here are the Löwdin charges for atoms 1 to 5, given in e: atom 1 (C): -0.2552, atom 2 (C): -0.2255, atom 3 (C): -0.5620, atom 4 (N): -0.0110, atom 5 (C): -0.1561

***

3.
Computed, not measured: 11 unconnected molecules or ions with the total composition C23H52O15 in a non-equilibrium geometry, with the ωB97M-V functional and the def2-TZVPD basis.

Element x y z (Å)
C -3.316 -0.065 1.702
O -4.614 0.522 1.607
H -3.206 -0.717 2.569
H -3.138 -0.593 0.766
H -2.642 0.758 1.943
H -5.128 -0.069 1.051
C 2.158 -1.566 5.363
O 2.574 -2.302 4.207
H 1.154 -1.263 5.066
H 2.168 -2.236 6.223
H 2.614 -0.586 5.502
H 1.832 -2.862 3.968
C -3.177 1.527 -2.128
O -2.930 2.295 -3.295
H -4.217 1.571 -1.805
H -2.879 0.500 -2.339
H -2.664 1.894 -1.238
H -3.601 1.991 -3.911
C -4.038 -4.244 1.741
O -4.877 -4.020 2.790
H -3.017 -4.433 2.072
H -4.318 -5.109 1.140
H -4.076 -3.405 1.045
H -4.714 -3.230 3.311
C 0.119 0.336 -4.554
O 1.123 -0.583 -4.706
H 0.361 1.141 -5.248
H -0.874 -0.080 -4.726
H 0.077 0.728 -3.538
H 1.967 -0.131 -4.631
C 3.650 1.405 -2.723
O 3.768 0.366 -3.677
H 4.602 1.417 -2.191
H 3.401 2.382 -3.137
H 2.965 1.037 -1.959
H 3.851 -0.481 -3.232
C -0.054 4.636 -2.244
O -0.171 3.279 -2.673
H -0.726 5.220 -2.872
H -0.390 4.624 -1.207
H 0.901 5.159 -2.301
H -1.105 3.181 -2.873
O 3.291 1.703 2.207
C 3.767 0.600 1.951
O 3.470 -0.150 0.870
C 4.034 -1.457 0.944
C 5.204 -1.234 1.933
C 4.722 -0.093 2.817
H 4.382 -1.859 -0.008
H 3.365 -2.196 1.384
H 6.059 -0.908 1.341
H 5.447 -2.150 2.472
H 5.507 0.623 3.061
H 4.264 -0.366 3.768
O -3.946 -3.595 -4.152
C -2.727 -3.816 -3.897
O -1.906 -4.496 -4.739
C -0.569 -4.608 -4.241
C -0.601 -3.904 -2.837
C -2.014 -3.535 -2.611
H 0.152 -4.042 -4.831
H -0.274 -5.638 -4.037
H 0.042 -3.024 -2.876
H -0.196 -4.615 -2.116
H -2.094 -2.452 -2.517
H -2.426 -4.042 -1.739
O -1.221 -2.658 0.694
C -0.476 -1.754 0.391
O -0.389 -1.241 -0.810
C 0.267 0.061 -0.855
C 0.231 0.386 0.635
C 0.359 -0.975 1.336
H -0.301 0.836 -1.370
H 1.252 0.047 -1.324
H -0.719 0.815 0.954
H 0.900 1.204 0.904
H -0.007 -1.001 2.362
H 1.400 -1.299 1.350
O -0.596 1.786 3.571
C -0.701 2.981 3.238
O -1.877 3.559 2.965
C -1.792 4.950 2.564
C -0.367 5.343 2.824
C 0.368 4.033 3.039
H -2.564 5.490 3.112
H -1.975 5.096 1.500
H -0.300 5.884 3.768
H 0.134 6.030 2.141
H 1.087 3.956 3.855
H 0.922 3.734 2.149

Properties
LUMO energy in eV: 0.238
Kohn-Sham gap in eV: 10.03
M in g/mol: 568.65
HOMO energy in eV: -9.79
Energy above the lowest of the compared OMol25 structures with the same formula, charge and spin in kJ/mol: 100.85
Energy in Eh: -2036.010600
Structure (SMILES): O=C1CCCO1.O=C1CCCO1.O=C1CCCO1.O=C1CCCO1.CO.CO.CO.CO.CO.CO.CO

Here are the Löwdin charges for atoms 1 to 5, given in e: atom 1 (C): -0.1437, atom 2 (O): -0.1195, atom 3 (H): 0.0801, atom 4 (H): 0.0786, atom 5 (H): 0.0571

***

4.
Computed, not measured: a molecular structure, C44H59AsO2P3S2SeY in a non-equilibrium geometry, with the ωB97M-V functional and the def2-TZVPD basis.

Element x y z (Å)
Y 0.132 -0.371 0.005
S -0.149 1.550 -2.207
C 0.595 1.185 -3.742
C 0.053 1.809 -4.886
C 0.552 1.583 -6.151
C 1.622 0.714 -6.341
C 2.174 0.093 -5.234
C 1.682 0.316 -3.949
As 2.573 -0.476 -2.412
C 3.274 -2.097 -3.269
C 4.530 -2.168 -3.871
C 4.953 -3.338 -4.488
C 4.123 -4.450 -4.513
C 2.874 -4.384 -3.913
C 2.448 -3.218 -3.292
C 4.214 0.611 -2.476
C 5.342 0.218 -1.756
C 6.474 1.016 -1.709
C 6.495 2.236 -2.371
C 5.376 2.646 -3.078
C 4.247 1.839 -3.133
H -0.782 2.485 -4.744
H 0.099 2.086 -6.999
H 2.016 0.523 -7.332
H 3.010 -0.585 -5.365
H 5.187 -1.308 -3.874
H 5.932 -3.375 -4.952
H 4.451 -5.366 -4.992
H 2.222 -5.249 -3.909
H 1.489 -3.188 -2.778
H 5.342 -0.724 -1.218
H 7.335 0.687 -1.139
H 7.376 2.866 -2.325
H 5.374 3.602 -3.588
H 3.377 2.176 -3.684
C 2.465 3.072 0.040
P 1.873 1.778 1.192
C 2.062 2.542 2.858
C 3.581 0.942 1.318
C 3.493 -0.255 2.264
P 2.348 -1.516 1.564
C 3.509 -2.639 0.709
C 1.839 -2.500 3.005
H 3.075 3.813 0.566
H 1.649 3.571 -0.476
H 3.090 2.573 -0.702
H 3.074 2.951 2.932
H 1.914 1.804 3.645
H 1.338 3.339 3.007
H 4.379 1.631 1.625
H 3.825 0.599 0.307
H 3.057 0.051 3.220
H 4.463 -0.709 2.501
H 4.316 -2.974 1.367
H 3.938 -2.130 -0.157
H 2.938 -3.489 0.331
H 2.695 -2.878 3.572
H 1.237 -3.334 2.643
H 1.207 -1.884 3.650
C -1.383 4.399 2.918
C -1.327 3.787 1.508
C -0.508 4.751 0.631
C -2.749 3.775 0.918
C -0.636 2.397 1.432
H -1.394 5.493 2.850
H -0.523 4.115 3.527
H -2.284 4.105 3.453
H -0.963 5.750 0.615
H -0.456 4.378 -0.395
H 0.510 4.842 1.014
H -3.172 4.788 0.910
H -3.424 3.132 1.485
H -2.718 3.411 -0.112
H -1.106 1.897 0.569
Se -0.098 -2.926 -0.755
C -4.393 0.395 -1.873
P -3.073 -0.792 -1.485
C -2.345 -1.219 -3.077
C -3.865 -2.290 -0.866
O -2.188 -0.184 -0.447
H -5.131 -0.030 -2.555
H -3.933 1.271 -2.332
H -4.879 0.706 -0.947
H -3.149 -1.411 -3.793
H -1.704 -2.090 -2.940
H -1.733 -0.382 -3.415
H -4.565 -2.697 -1.598
H -4.385 -2.068 0.067
H -3.056 -2.999 -0.669
O -0.637 -0.036 2.100
S -0.883 1.314 2.837
C -0.959 -0.193 4.891
C -0.442 0.442 6.025
C -0.200 -0.206 7.236
C -0.479 -1.562 7.355
C -0.990 -2.240 6.251
C -1.215 -1.562 5.056
C -2.655 1.260 3.158
C -3.156 1.907 4.285
C -4.516 1.905 4.537
C -5.384 1.234 3.681
C -4.873 0.557 2.584
C -3.511 0.563 2.320
H -0.194 1.510 5.969
H 0.210 0.338 8.085
H -0.294 -2.086 8.288
H -1.202 -3.305 6.326
H -1.597 -2.133 4.208
H -2.462 2.380 4.968
H -4.901 2.409 5.417
H -6.450 1.225 3.882
H -5.545 0.014 1.926
H -3.090 0.044 1.471

Properties
LUMO energy in eV: 4.102
Kohn-Sham gap in eV: 4.99
M in g/mol: 1019.80
HOMO energy in eV: -0.89
Energy above the lowest of the compared OMol25 structures with the same formula, charge and spin in kJ/mol: 0.00
Energy in Eh: -8358.576886
Net charge: -2

Here are the Löwdin charges for atoms 1 to 5, given in e: atom 1 (Y): 0.6242, atom 2 (S): 0.5236, atom 3 (C): -0.7409, atom 4 (C): -0.1563, atom 5 (C): -0.1211

***

5.
Computed, not measured: a molecular structure, C36H31F9N3O3ReS2, with the ωB97M-V functional and the def2-TZVPD basis.

Element x y z (Å)
Re 0.039 0.049 -0.117
C 1.267 -1.640 1.988
C 0.961 -1.806 0.525
C 2.302 -1.987 -0.104
C 3.247 -1.842 0.848
C 2.602 -1.616 2.148
C 3.330 -1.454 3.452
C 4.729 -1.975 0.663
C 2.515 -2.521 -1.496
C -0.025 -2.941 0.219
C 0.258 -1.593 3.103
H 3.523 -2.422 3.925
H 2.749 -0.858 4.158
H 4.298 -0.969 3.319
H 5.086 -2.947 1.015
H 5.276 -1.220 1.234
H 5.019 -1.885 -0.385
H 3.374 -2.067 -1.997
H 1.643 -2.380 -2.135
H 2.712 -3.596 -1.464
H 0.447 -3.891 0.487
H -0.303 -2.988 -0.837
H -0.933 -2.846 0.811
H 0.516 -2.326 3.870
H -0.750 -1.813 2.760
H 0.221 -0.618 3.595
O -3.441 1.083 -0.052
S -2.706 -0.093 0.265
O -1.696 -0.025 1.362
N -1.640 -0.592 -0.902
C -1.775 -0.440 -2.314
C -2.919 -0.570 -3.034
C -2.881 -0.430 -4.442
C -1.703 -0.198 -5.086
C -0.498 -0.064 -4.349
C 0.755 0.189 -4.948
C 1.862 0.341 -4.164
C 1.728 0.267 -2.772
N 0.584 0.020 -2.166
C -0.543 -0.163 -2.955
C -3.852 -1.378 0.548
C -3.581 -2.683 0.147
C -4.546 -3.655 0.359
C -5.752 -3.318 0.959
C -6.011 -2.008 1.342
C -5.065 -1.021 1.128
H -3.857 -0.770 -2.531
H -3.798 -0.520 -5.007
H -1.672 -0.104 -6.165
H 0.823 0.273 -6.026
H 2.836 0.537 -4.589
H 2.587 0.407 -2.140
H -2.649 -2.929 -0.340
H -4.357 -4.675 0.051
H -6.503 -4.080 1.117
H -6.957 -1.752 1.800
H -5.259 0.008 1.401
F 1.740 2.822 -1.677
C 0.964 3.734 -1.065
F 1.469 3.942 0.150
F 1.062 4.859 -1.758
C -0.505 3.204 -0.975
O -0.583 1.925 -0.516
C -1.329 4.125 -0.004
F -2.633 3.971 -0.195
F -1.036 5.413 -0.173
F -1.059 3.798 1.259
C -1.134 3.276 -2.403
F -1.370 4.519 -2.795
F -0.303 2.713 -3.296
F -2.275 2.591 -2.445
S 3.992 1.881 1.534
C 2.888 1.119 0.502
N 1.650 1.059 0.904
C 1.516 1.681 2.162
C 0.338 1.844 2.884
C 0.404 2.495 4.097
C 1.616 2.984 4.603
C 2.787 2.833 3.892
C 2.714 2.178 2.665
H 3.221 0.699 -0.429
H -0.608 1.488 2.502
H -0.506 2.639 4.665
H 1.633 3.493 5.557
H 3.729 3.209 4.270

Properties
LUMO energy (spin up / spin down) in eV: -4.143 / -3.948
Kohn-Sham gap (spin up / spin down) in eV: 5.95 / 6.22
M in g/mol: 974.99
HOMO energy (spin up / spin down) in eV: -10.10 / -10.17
Energy above the lowest of the compared OMol25 structures with the same formula, charge and spin in kJ/mol: 197.40
Spin multiplicity: 2
Energy in Eh: -3553.722209
Net charge: +1
⟨S²⟩: 0.7578

Here are the Löwdin charges for atoms 1 to 5, given in e: atom 1 (Re): 1.7029, atom 2 (C): -0.2389, atom 3 (C): -0.4302, atom 4 (C): -0.2579, atom 5 (C): -0.2208

***

6.
Computed, not measured: 3 unconnected molecules or ions with the total composition C7H12, with the ωB97M-V functional and the def2-TZVPD basis.

Element x y z (Å)
C 2.224 0.984 0.138
C 1.059 0.336 -0.482
C 0.420 -0.764 0.147
C -1.010 -0.866 -0.339
C -2.029 -1.039 0.793
C -1.175 0.433 -1.095
C -0.026 1.109 -1.160
H 1.301 0.883 1.658
H 2.997 0.329 0.530
H 2.574 1.923 -0.290
H 1.994 0.120 -1.173
H 0.955 -1.611 0.567
H 0.686 0.289 1.642
H -1.133 -1.711 -1.039
H -1.949 -0.208 1.502
H -1.847 -1.971 1.339
H -3.051 -1.070 0.398
H -2.128 0.761 -1.502
H 0.138 2.073 -1.635

Properties
LUMO energy in eV: 0.918
Kohn-Sham gap in eV: 8.45
M in g/mol: 96.17
HOMO energy in eV: -7.53
Energy above the lowest of the compared OMol25 structures with the same formula, charge and spin in kJ/mol: 500.85
Energy in Eh: -273.717791

Here are the Löwdin charges for atoms 1 to 5, given in e: atom 1 (C): -0.0414, atom 2 (C): -0.5387, atom 3 (C): -0.0993, atom 4 (C): -0.3749, atom 5 (C): -0.0756

***

Question: Which formula does entry 4 have?
Answer: C44H59AsO2P3S2SeY

***

Question: energy above the lowest of the compared OMol25 structures with the same formula, charge and spin of number 4 (C44H59AsO2P3S2SeY)?
Answer: 0.00 kJ/mol